Record 1
Below is a cluster of 2 separate species, C7H16FPSi in total at a distorted geometry, with properties calculated with the ωB97M-V functional and the def2-TZVPD basis.

Calculated values
HOMO energy = -7.26 eV
LUMO = -1.2 eV
Gap between HOMO and LUMO = 0.2209 hartree
Total charge = 0

Geometry (Å):
C  -4.4909  -1.1013  -0.7010
C  2.6098  -0.3433  0.2071
C  0.7235  -1.6688  1.1798
C  1.0096  -1.3170  -1.3883
C  -0.2479  1.9346  -1.5094
C  -0.4485  1.6514  1.7804
C  1.0965  -0.6790  0.0251
F  -3.1788  1.2582  0.1691
Si  -0.0559  0.8697  0.0749
P  -3.0636  -0.4183  -0.4359
H  -5.4497  -0.6922  -0.4091
H  3.1555  -0.2617  -0.7625
H  2.7645  0.5944  0.7919
H  3.1874  -1.1725  0.7340
H  -0.1890  -2.1413  1.2823
H  0.8883  -1.4077  2.2328
H  1.3161  -2.4524  1.1059
H  1.2162  -0.6179  -2.1779
H  1.5609  -2.3400  -1.4850
H  -0.0457  -1.3967  -1.6719
H  -0.4925  2.9155  -1.1202
H  0.6900  1.8908  -1.9629
H  -0.9793  1.5024  -2.1116
H  0.4971  1.8644  2.2745
H  -1.1055  2.6521  1.6124
H  -0.9679  0.8765  2.2656

Atoms 1-3, force components in eV/Å:
C 1.6 0.1 0.4
C 1.1 0.3 0.5
C -0.6 3.3 0.7

These are the Mulliken partial charges, in e, on atoms 1 to 4: -0.584, -1.410, -2.117, -1.660

***

Record 2
Below is a cluster of 2 separate species, C9H11O3 in total at a distorted geometry, with properties calculated with the ωB97M-V functional and the def2-TZVPD basis.

Calculated values
HOMO energy = -3.70 eV
LUMO = 2.7 eV
ΔE to the lowest compared entry with this formula, charge and spin = 27.48 kcal/mol
Gap between HOMO and LUMO = 0.2359 hartree
Total charge = -1

Geometry (Å):
C  -1.0630  -2.1718  2.6815
C  -1.3090  -3.6904  2.5245
O  -0.5285  -4.4256  3.1740
O  -2.2498  -4.0422  1.7776
H  -1.0458  -2.0001  3.7607
H  -1.8518  -1.5686  2.2449
H  -0.1062  -1.9005  2.2359
C  2.6634  1.1378  -2.3471
C  -1.0308  1.2550  -0.1891
C  -0.6290  2.3476  -0.9464
C  -0.1967  0.1597  -0.0224
C  0.5926  2.3443  -1.6163
C  1.0385  0.1897  -0.6663
C  1.4095  1.2181  -1.5187
O  -2.2574  1.2385  0.4109
H  -1.3598  3.1246  -1.1361
H  -2.8816  1.7829  -0.0702
H  -0.5692  -0.7196  0.4808
H  0.7423  3.0787  -2.3945
H  1.6229  -0.7226  -0.6115
H  3.0303  0.1247  -2.5315
H  3.4654  1.7159  -1.8803
H  2.5137  1.5240  -3.3603

Atoms 1-3, force components in eV/Å:
C -0.2 -0.2 0.4
C 0.0 -0.4 -0.2
O 0.1 0.2 0.0

These are the Mulliken partial charges, in e, on atoms 1 to 4: -0.526, 0.567, -0.745, -0.733